# C24H33Cl2NO5

One molecule with the formula C24H33Cl2NO5 (the ωB97M-V functional and the def2-TZVPD basis, the OMol25 dataset).

```
! wB97M-V def2-TZVPD RIJCOSX def2/J DEFGRID3
* xyz 0 1
O -2.52038 -0.15602 3.85990
C -2.91471 0.97130 3.10018
C -1.80446 1.52716 2.24073
C -2.06901 1.98729 0.96161
C -1.07441 2.53192 0.16446
C -1.38803 3.02067 -1.22992
O -0.86001 4.29996 -1.49955
C -0.91242 2.00567 -2.28781
N -1.67297 0.77243 -2.22346
C -1.45068 -0.06789 -3.38878
C -2.42949 -1.23830 -3.47829
C -2.13241 -2.38391 -2.51211
C -2.44892 -2.05179 -1.05662
C -2.00130 -3.17868 -0.12758
C -2.14204 -2.81441 1.34941
O -1.44633 -1.64947 1.75193
C -0.03432 -1.70051 1.70262
C 0.54550 -1.07619 0.42961
O 1.89596 -0.77477 0.68886
C 2.55113 -0.21704 -0.42787
C 4.00068 -0.02080 -0.07934
C 4.61173 1.22912 -0.03502
Cl 3.72834 2.64938 -0.44695
C 5.94313 1.38254 0.32032
C 6.69448 0.26860 0.64549
C 6.12376 -0.99024 0.60506
C 4.79270 -1.12306 0.24397
Cl 4.11159 -2.69894 0.18028
C 0.21728 2.60472 0.67345
C 0.50567 2.14422 1.94105
C -0.49801 1.60105 2.73779
O -0.17191 1.16001 3.97521
H -2.19398 -0.82045 3.22654
H -3.23608 1.72321 3.83179
H -3.77762 0.72233 2.46914
H -3.07952 1.92472 0.58363
H -2.47265 3.14459 -1.33495
H 0.08163 4.29676 -1.29380
H -0.99368 2.49383 -3.27699
H 0.14424 1.76378 -2.12244
H -2.66307 1.00039 -2.17095
H -0.42427 -0.44598 -3.33253
H -1.53091 0.52369 -4.32065
H -2.38409 -1.62836 -4.49781
H -3.44504 -0.87231 -3.31006
H -1.07664 -2.65089 -2.60126
H -2.71591 -3.25818 -2.81332
H -1.94907 -1.12343 -0.78223
H -3.52423 -1.89755 -0.94321
H -2.60167 -4.07335 -0.30852
H -0.96151 -3.43731 -0.33639
H -3.18880 -2.59489 1.57721
H -1.81947 -3.66619 1.96744
H 0.32237 -2.72918 1.82374
H 0.33419 -1.10701 2.54479
H 0.47737 -1.76101 -0.42796
H -0.01579 -0.16201 0.18887
H 2.08087 0.73527 -0.70416
H 2.47368 -0.90141 -1.29119
H 6.37945 2.36868 0.34248
H 7.72930 0.38239 0.92756
H 6.70071 -1.86804 0.84832
H 1.01787 3.02297 0.07875
H 1.50805 2.19068 2.33601
H -0.94584 0.69020 4.34350
*
```

Results
Frontier orbital gap in eV: 8.87
Calculated total energy in a.u.: -2285.6561
SMILES string: OCc1cc([C@@H](O)CNCCCCCCOCCOCc2c(Cl)cccc2Cl)ccc1O
LUMO energy in eV: 0.64
HOMO in eV: -8.230
Energy above the lowest of the compared OMol25 structures with the same formula, charge and spin in kJ/mol: 11.14



# C24H33ClIrN6O3STe

C24H33ClIrN6O3STe as an isolated structure (the ωB97M-V functional and the def2-TZVPD basis, the OMol25 dataset).

```
! wB97M-V def2-TZVPD RIJCOSX def2/J DEFGRID3
* xyz 2 2
Ir 0.47521 -0.98410 -0.10613
N 0.05683 0.46207 -4.16479
C -0.13006 -0.05101 -2.93002
S 0.55071 0.85341 -1.55546
N -0.75952 -1.16400 -2.78383
N -0.95518 -1.46808 -1.43608
C -2.10719 -1.91179 -1.09912
C -2.56565 -1.96558 0.26856
C -3.63292 -2.80958 0.59627
C -4.19140 -2.79517 1.85715
C -3.70517 -1.89333 2.79984
C -2.66434 -1.03470 2.49016
C -2.06912 -1.06399 1.23194
O -1.08165 -0.17879 0.95411
H 0.45304 1.37678 -4.27365
H -0.47546 0.07552 -4.92777
H -2.79117 -2.16477 -1.90517
H -4.02010 -3.47968 -0.16229
H -5.00688 -3.46047 2.10195
H -4.14228 -1.86030 3.78935
H -2.27656 -0.34599 3.23097
N 4.86983 1.22602 -1.38275
C 3.91640 0.20646 -0.77596
C 4.16977 0.11609 0.71728
C 3.32235 -0.97890 1.36960
N 1.88568 -0.60088 1.46925
C 3.48866 -2.31119 0.64450
C 3.28794 -2.24057 -0.86703
N 1.85398 -2.12122 -1.22141
C 4.12546 -1.11950 -1.48671
H 4.84295 2.11273 -0.87524
H 4.62214 1.41621 -2.35643
H 5.83556 0.88719 -1.36696
H 2.92172 0.59237 -0.99552
H 3.98908 1.07857 1.20693
H 5.21902 -0.14274 0.89707
H 3.69248 -1.10207 2.38951
H 1.79435 0.30798 1.91673
H 1.46173 -1.27069 2.12121
H 2.82902 -3.05964 1.08579
H 4.50726 -2.66238 0.82747
H 3.65335 -3.17612 -1.29616
H 1.41504 -3.05357 -1.08970
H 1.75864 -1.92403 -2.21697
H 3.90061 -1.02728 -2.55374
H 5.17719 -1.41759 -1.40321
Cl 1.42364 -4.44939 3.23558
C 0.10073 -4.75948 2.07024
C 0.28339 -3.84939 0.87076
O 0.46632 -4.31302 -0.24823
O 0.25517 -2.59343 1.17185
H -0.83770 -4.54183 2.57462
H 0.15283 -5.79835 1.76705
C -0.95323 4.52461 0.92776
Te -0.83840 2.41391 1.14306
C -2.70411 2.35288 0.15906
C -3.12010 3.77896 -0.09140
C -4.35013 4.04912 -0.68620
C -4.73418 5.35740 -0.91938
C -3.89459 6.40521 -0.55859
C -2.67331 6.14184 0.03545
C -2.27945 4.82776 0.27255
H -0.10257 4.85541 0.32707
H -0.85256 4.97771 1.91628
H -3.39162 1.79569 0.79775
H -2.53132 1.76838 -0.74590
H -5.00775 3.23402 -0.96208
H -5.69177 5.56297 -1.37791
H -4.19711 7.42814 -0.73601
H -2.02351 6.95916 0.32312
*
```

Results
Frontier orbital gap (alpha / beta) in eV: 7.16 / 5.00
<S²>: 0.755
Calculated total energy in a.u.: -2718.9006
LUMO energy (alpha / beta) in eV: -5.57 / -7.74
HOMO (alpha / beta) in eV: -12.734 / -12.739
Energy above the lowest of the compared OMol25 structures with the same formula, charge and spin in kJ/mol: 27.12



# C24H33DyFN3O8PS

C24H33DyFN3O8PS as an isolated structure in a non-equilibrium geometry (the ωB97M-V functional and the def2-TZVPD basis, the OMol25 dataset).

```
! wB97M-V def2-TZVPD RIJCOSX def2/J DEFGRID3
* xyz 3 6
C 1.33434 -3.35964 3.19948
O 0.11898 -4.11899 3.35018
C -0.81405 -3.59481 2.37553
C -0.90631 -4.47878 1.05142
C -1.59276 -3.63166 -0.10783
C -0.84628 -3.76833 -1.49755
C -1.79881 -3.62566 -2.75702
C -1.76094 -2.19055 -3.44895
C -2.32013 -1.15158 -2.41185
C -2.45525 0.32847 -2.99573
C -2.22855 1.28316 -1.76810
C -3.36054 1.94574 -1.18758
C -3.12987 2.81487 -0.00360
C -4.39140 3.49090 0.62048
C -4.74583 2.75789 1.97611
O -5.82520 2.69097 2.40704
F -3.69940 2.18800 2.72638
C -1.77847 3.00733 0.53328
P -1.37985 4.09226 1.94925
O -0.45671 5.33868 1.33983
O -2.67341 4.78584 2.67677
S -0.38037 3.14614 3.38660
C -0.63645 2.28100 -0.10081
N 0.60781 2.46424 0.47249
C 1.60027 1.77361 -0.13148
C 3.03193 1.90739 0.50401
C 4.09577 2.58321 -0.44743
O 5.15710 3.09701 0.40160
C 6.08996 2.07326 0.69027
C 5.88895 1.05805 1.86885
O 7.09190 1.96691 0.06193
C 1.33446 0.93624 -1.33756
C 2.56967 0.20171 -2.00102
O 3.23025 -0.75647 -1.12191
N 2.23852 -1.46298 -0.49809
O 2.54270 -1.58705 0.64552
N 0.15049 0.72761 -1.93968
C -0.82467 1.42355 -1.25207
H 1.66498 -3.49285 2.11025
H 2.17391 -3.77079 3.81928
H 1.19467 -2.27783 3.43736
H -1.81267 -3.54799 2.87811
H -0.45856 -2.57210 2.06399
H 0.11320 -4.86835 0.76645
H -1.57082 -5.34841 1.29866
H -1.57414 -2.56384 0.23654
H -2.65962 -3.96666 -0.17999
H 0.04471 -3.07209 -1.52638
H -0.41894 -4.82898 -1.53291
H -2.83466 -3.87075 -2.41065
H -1.47815 -4.37331 -3.52291
H -2.44781 -2.22199 -4.33358
H -0.69578 -1.99421 -3.73909
H -3.27847 -1.45858 -1.92211
H -1.55352 -1.10166 -1.58330
H -3.47405 0.51062 -3.42718
H -1.67122 0.57353 -3.75163
H -4.37315 1.75909 -1.61582
H -4.26705 4.57617 0.83836
H -5.26284 3.28120 -0.05164
H -1.08918 5.84186 0.77711
H -2.67162 5.75438 2.52959
H 2.92720 2.56333 1.41288
H 3.33182 0.90095 0.88064
H 3.68646 3.37294 -1.11693
H 4.59096 1.76788 -1.05053
H 5.46505 1.54715 2.78909
H 6.88309 0.61117 2.09699
H 5.20401 0.20858 1.60387
H 2.18208 -0.38883 -2.87975
H 3.25946 0.96398 -2.43224
Dy 1.79284 -5.15118 0.30864
*
```

Results
Frontier orbital gap (alpha / beta) in eV: 4.68 / 5.24
<S²>: 9.772
Calculated total energy in a.u.: -3423.7154
LUMO energy (alpha / beta) in eV: -11.32 / -10.76
HOMO (alpha / beta) in eV: -15.994 / -15.994



# C24H33GeN8O5RhS2Se

C24H33GeN8O5RhS2Se as an isolated structure in a non-equilibrium geometry (the ωB97M-V functional and the def2-TZVPD basis, the OMol25 dataset).

```
! wB97M-V def2-TZVPD RIJCOSX def2/J DEFGRID3
* xyz 0 1
Rh -1.13535 -1.22756 0.91421
C -6.32644 -0.60844 -1.83190
C -6.05916 0.05784 -0.48841
N -4.73162 0.67647 -0.38163
C -3.59282 -0.03534 -0.26215
S -2.29382 0.75220 0.67521
N -3.47020 -1.21103 -0.79962
N -2.32564 -1.84875 -0.49228
C -2.07070 -3.01189 -1.02716
C -2.92652 -3.56352 -2.11996
C -0.93338 -3.69598 -0.45394
C -0.39278 -4.88905 -0.93402
C 0.70280 -5.44521 -0.30655
C 1.24022 -4.81918 0.81219
C 0.65525 -3.64796 1.25181
N -0.39108 -3.09863 0.64221
H -7.35050 -0.98210 -1.85200
H -5.64538 -1.44074 -1.98161
H -6.20346 0.10033 -2.65141
H -6.18375 -0.67504 0.31444
H -6.78180 0.85646 -0.32968
H -4.70347 1.53526 0.14368
H -3.40547 -2.74824 -2.65462
H -3.71304 -4.20052 -1.70723
H -2.33741 -4.15830 -2.81553
H -0.82797 -5.35696 -1.80551
H 1.13900 -6.36086 -0.68206
H 2.09433 -5.22683 1.33226
H 1.02454 -3.12429 2.12537
O 7.03954 0.47282 3.35782
S 8.06333 0.29737 2.35332
O 9.21896 -0.45184 2.78594
O 8.34125 1.48112 1.55701
C 7.26304 -0.74656 1.02438
N 8.05350 -1.33215 0.12998
C 7.41191 -1.93700 -0.87184
C 6.03324 -1.93550 -0.98582
C 5.29842 -1.29789 0.01037
N 5.94681 -0.70631 1.02400
C 3.84219 -1.17484 0.06000
C 3.24619 -0.62745 1.20450
C 1.88916 -0.40601 1.22301
N 1.07894 -0.69932 0.19131
C 1.64185 -1.25917 -0.88272
C 2.99303 -1.50888 -0.99611
H 8.04336 -2.43430 -1.59961
H 5.55293 -2.42995 -1.82218
H 3.87310 -0.35960 2.04513
H 1.41949 0.05090 2.08379
H 0.96977 -1.48818 -1.70446
H 3.38406 -1.91895 -1.91764
O -0.42302 -1.02823 2.96403
N -1.43941 -1.34445 3.64791
O -2.42130 -1.67050 2.97665
C -2.13874 4.19187 2.24058
Ge -1.68066 4.98054 0.50449
C -1.39952 6.92037 0.67705
C -3.05168 4.54425 -0.84497
C 0.07861 4.24853 -0.10821
Se 0.21208 2.31739 -0.15752
C -0.39279 2.05475 -1.98076
H -3.06888 4.62035 2.61407
H -1.35459 4.39136 2.97156
H -2.26298 3.11446 2.15692
H -2.33057 7.42001 0.94407
H -1.03172 7.35271 -0.25317
H -0.66961 7.11773 1.46213
H -4.00115 5.00667 -0.57446
H -3.20188 3.46397 -0.89648
H -2.76840 4.90886 -1.83276
H 0.84561 4.57613 0.59483
H 0.34625 4.61274 -1.10030
H -1.21342 2.73874 -2.17934
H -0.72629 1.02424 -2.07071
H 0.43559 2.24703 -2.65984
*
```

Results
Frontier orbital gap (alpha / beta) in eV: 3.58 / 3.91
Calculated total energy in a.u.: -7133.6896
LUMO energy (alpha / beta) in eV: -3.48 / -3.16
HOMO (alpha / beta) in eV: -7.062 / -7.062
Energy above the lowest of the compared OMol25 structures with the same formula, charge and spin in kJ/mol: 177.97



- Which formula does entry 3 have?
  C24H33DyFN3O8PS



- Among the records above, which one has the highest calculated total energy?
  C24H33Cl2NO5



- Which formula does entry 4 have?
  C24H33GeN8O5RhS2Se